{"formula": "C28H55BrN7O10", "method": "the ωB97M-V functional and the def2-TZVPD basis", "lumo_energy_ev": -2.79, "orbital_gap_ha": 0.28651, "multiplicity": 1, "charge": 1, "species": ["C", "C", "O", "N", "C", "C", "C", "C", "C", "O", "C", "O", "N", "C", "Br", "C", "C", "O", "C", "C", "O", "H", "H", "H", "H", "H", "H", "H", "H", "H", "H", "H", "H", "H", "H", "H", "H", "H", "H", "H", "H", "C", "O", "N", "C", "C", "H", "H", "H", "H", "H", "H", "H", "C", "O", "N", "C", "C", "H", "H", "H", "H", "H", "H", "H", "C", "O", "N", "C", "C", "H", "H", "H", "H", "H", "H", "H", "C", "O", "N", "C", "C", "H", "H", "H", "H", "H", "H", "H", "C", "O", "N", "C", "C", "H", "H", "H", "H", "H", "H", "H"], "positions_angstrom": [[1.243, -1.819, -1.193], [1.688, -1.566, -2.750], [1.314, -0.255, -3.303], [1.145, 0.677, -2.349], [-0.172, 1.211, -1.801], [-1.737, 0.803, -2.199], [-2.628, 2.163, -1.975], [-4.122, 2.133, -2.648], [-5.131, 1.288, -1.651], [-6.322, 2.127, -1.437], [-6.782, 2.102, -0.040], [-6.719, 1.064, 0.799], [0.040, 2.278, -0.750], [1.526, 2.514, -0.591], [2.236, 3.897, 0.666], [2.253, 1.474, -1.629], [3.883, 1.414, -1.800], [4.332, 2.754, -2.208], [5.549, 3.179, -1.499], [5.778, 3.214, 0.124], [6.567, 3.631, -2.269], [1.900, -1.147, -0.495], [0.109, -1.551, -1.003], [1.363, -2.953, -0.852], [2.847, -1.814, -2.832], [1.151, -2.418, -3.390], [-2.127, -0.138, -1.616], [-1.745, 0.563, -3.355], [-2.664, 2.381, -0.805], [-1.995, 3.056, -2.449], [-4.160, 1.801, -3.770], [-4.516, 3.260, -2.630], [-5.477, 0.339, -2.260], [-4.546, 1.015, -0.656], [-7.315, 3.082, 0.375], [-0.617, 2.837, -0.162], [4.116, 0.684, -2.704], [4.428, 0.976, -0.861], [6.924, 3.459, 0.331], [5.568, 2.172, 0.662], [5.172, 4.057, 0.687], [5.312, -3.844, -3.777], [4.246, -3.264, -3.615], [6.472, -3.595, -3.076], [7.696, -4.326, -3.327], [6.469, -2.568, -2.055], [5.424, -4.643, -4.528], [7.999, -4.836, -2.408], [8.475, -3.620, -3.629], [7.557, -5.067, -4.119], [5.722, -2.822, -1.297], [6.196, -1.612, -2.512], [7.454, -2.484, -1.587], [-7.758, -1.850, 4.339], [-6.541, -1.904, 4.219], [-8.637, -1.389, 3.382], [-10.068, -1.357, 3.601], [-8.112, -0.921, 2.116], [-8.261, -2.182, 5.263], [-10.555, -1.976, 2.843], [-10.416, -0.324, 3.511], [-10.323, -1.737, 4.594], [-7.562, -1.735, 1.635], [-7.423, -0.091, 2.300], [-8.923, -0.588, 1.462], [1.779, -5.915, -0.106], [1.636, -4.728, 0.160], [0.762, -6.793, -0.414], [1.013, -8.187, -0.717], [-0.603, -6.308, -0.434], [2.775, -6.387, -0.119], [0.648, -8.400, -1.726], [0.477, -8.808, 0.006], [2.081, -8.415, -0.666], [-0.683, -5.503, -1.170], [-0.854, -5.909, 0.553], [-1.295, -7.114, -0.692], [5.357, 7.202, 2.662], [5.510, 6.034, 2.326], [4.355, 8.038, 2.218], [4.243, 9.411, 2.665], [3.382, 7.528, 1.275], [6.042, 7.690, 3.376], [3.273, 9.546, 3.153], [4.312, 10.072, 1.796], [5.039, 9.662, 3.371], [2.868, 6.671, 1.722], [3.902, 7.194, 0.372], [2.653, 8.300, 1.016], [-2.034, -0.212, 1.825], [-1.414, -0.833, 0.971], [-2.872, -0.767, 2.769], [-3.571, 0.038, 3.747], [-3.059, -2.204, 2.782], [-1.963, 0.886, 1.903], [-3.268, -0.280, 4.749], [-4.648, -0.111, 3.624], [-3.340, 1.099, 3.623], [-2.089, -2.688, 2.935], [-3.462, -2.519, 1.815], [-3.746, -2.496, 3.581]]}

=====

{"formula": "CH3OS", "method": "the ωB97M-V functional and the def2-TZVPD basis", "lumo_energy_ev": 4.12, "relative_energy_kj_mol": 25.6, "orbital_gap_ha": 0.24725, "multiplicity": 1, "charge": -1, "species": ["S", "H", "O", "C", "H", "H"], "positions_angstrom": [[-0.384, 0.892, -2.166], [-1.618, 0.760, -1.621], [1.064, 0.461, 1.596], [0.520, -0.411, 0.975], [0.777, -0.585, -0.095], [-0.358, -1.116, 1.311]]}

=====

{"formula": "C37H36N7O3PS2Tm", "method": "the ωB97M-V functional and the def2-TZVPD basis", "lumo_energy_ev": [-2.68, -2.68], "orbital_gap_ha": [0.23848, 0.23856], "multiplicity": 3, "charge": 1, "species": ["Tm", "C", "O", "C", "C", "C", "C", "C", "C", "N", "N", "C", "C", "O", "C", "C", "C", "C", "C", "C", "C", "C", "H", "H", "H", "H", "H", "H", "H", "H", "H", "H", "H", "H", "H", "S", "P", "S", "C", "C", "C", "C", "C", "C", "C", "C", "C", "C", "C", "C", "H", "H", "H", "H", "H", "H", "H", "H", "H", "H", "C", "N", "C", "C", "N", "C", "H", "H", "H", "H", "H", "H", "C", "N", "C", "C", "O", "N", "C", "N", "H", "H", "H", "H", "H", "H", "H"], "positions_angstrom": [[-0.496, 0.438, 0.792], [0.378, 1.426, 3.974], [0.942, 0.906, 2.688], [2.250, 0.424, 2.679], [2.909, -0.138, 3.786], [4.246, -0.546, 3.565], [4.821, -0.386, 2.319], [4.133, 0.079, 1.204], [2.765, 0.447, 1.369], [1.926, 0.672, 0.286], [2.517, 0.688, -0.862], [1.975, 1.369, -1.908], [0.715, 2.088, -1.772], [-0.205, 1.750, -0.912], [0.497, 3.103, -2.758], [1.293, 3.235, -3.878], [2.423, 2.360, -4.118], [3.119, 2.332, -5.367], [4.231, 1.558, -5.541], [4.766, 0.857, -4.416], [4.087, 0.867, -3.207], [2.828, 1.520, -3.057], [0.872, 2.357, 4.329], [0.461, 0.614, 4.695], [-0.705, 1.577, 3.762], [2.434, -0.237, 4.800], [4.803, -1.033, 4.337], [5.881, -0.726, 2.188], [4.553, 0.163, 0.219], [-0.432, 3.616, -2.644], [1.151, 3.986, -4.647], [2.633, 2.939, -6.142], [4.652, 1.499, -6.566], [5.702, 0.309, -4.524], [4.458, 0.320, -2.377], [0.255, -2.214, 1.802], [0.144, -2.845, -0.108], [-0.251, -1.371, -1.419], [1.703, -3.775, -0.367], [2.203, -4.565, 0.668], [3.337, -5.307, 0.419], [3.978, -5.307, -0.840], [3.491, -4.441, -1.804], [2.337, -3.635, -1.612], [-1.109, -4.066, -0.478], [-1.899, -4.701, 0.454], [-2.534, -5.922, -0.012], [-2.643, -6.256, -1.332], [-1.964, -5.463, -2.283], [-1.220, -4.353, -1.841], [1.699, -4.585, 1.682], [3.668, -6.087, 1.099], [4.856, -5.948, -1.034], [3.956, -4.424, -2.793], [1.890, -2.995, -2.389], [-2.029, -4.317, 1.512], [-2.946, -6.609, 0.727], [-3.119, -7.183, -1.621], [-2.049, -5.693, -3.386], [-0.827, -3.571, -2.501], [-6.255, -0.384, -0.683], [-5.013, -0.364, 0.160], [-4.985, 0.230, 1.448], [-3.687, 0.303, 1.827], [-2.880, -0.256, 0.765], [-3.734, -0.634, -0.181], [-6.986, -0.159, 0.098], [-6.327, -1.419, -1.067], [-6.284, 0.347, -1.514], [-5.873, 0.379, 1.985], [-3.238, 0.776, 2.676], [-3.507, -1.108, -1.106], [-2.483, 6.893, 2.266], [-2.534, 5.466, 2.099], [-1.317, 4.565, 2.056], [-1.997, 3.256, 1.877], [-1.421, 2.142, 1.781], [-3.341, 3.396, 1.860], [-3.604, 4.715, 1.938], [-4.824, 5.184, 1.845], [-1.503, 7.022, 2.770], [-3.254, 7.255, 2.922], [-2.534, 7.406, 1.331], [-0.804, 4.615, 3.068], [-0.576, 4.900, 1.271], [-5.596, 4.493, 1.736], [-4.955, 6.182, 1.933]]}

=====

{"formula": "C15H27F6N3NbO2Tl", "method": "the ωB97M-V functional and the def2-TZVPD basis", "lumo_energy_ev": [-10.25, -10.25], "orbital_gap_ha": [0.17309, 0.17303], "multiplicity": 1, "charge": 2, "species": ["N", "C", "O", "Tl", "Nb", "N", "N", "C", "C", "C", "C", "C", "C", "C", "C", "H", "H", "H", "H", "H", "H", "H", "H", "H", "H", "H", "H", "H", "H", "H", "H", "H", "H", "C", "H", "H", "H", "C", "H", "H", "H", "C", "C", "O", "C", "F", "F", "F", "C", "F", "F", "F", "H", "H", "H"], "positions_angstrom": [[-1.869, -0.923, 0.046], [-2.857, -1.781, 0.062], [-3.917, -1.623, 0.687], [-3.805, 0.898, 0.771], [-0.145, -0.097, -0.075], [-0.119, 1.754, -0.898], [1.020, -1.146, -1.415], [-0.605, 2.221, -2.218], [0.671, -2.354, -2.174], [-0.859, 3.745, -2.232], [0.499, 1.851, -3.216], [-1.884, 1.481, -2.561], [0.321, -3.435, -1.163], [1.832, -2.839, -3.032], [-0.524, -2.082, -3.068], [-1.648, 4.061, -1.531], [-1.240, 4.014, -3.221], [0.047, 4.362, -2.160], [1.401, 2.450, -3.016], [0.148, 1.993, -4.253], [0.798, 0.804, -3.027], [-1.818, 0.392, -2.413], [-2.124, 1.691, -3.605], [-2.733, 1.888, -2.011], [1.187, -3.636, -0.522], [0.010, -4.348, -1.684], [-0.492, -3.091, -0.513], [2.692, -3.160, -2.432], [2.168, -2.062, -3.724], [1.502, -3.700, -3.626], [-0.720, -2.976, -3.669], [-0.321, -1.246, -3.743], [-1.424, -1.867, -2.490], [0.839, 2.649, -0.209], [0.853, 2.452, 0.864], [1.869, 2.587, -0.596], [0.458, 3.681, -0.205], [2.405, -1.043, -0.948], [2.441, -0.401, -0.051], [2.815, -2.023, -0.664], [3.028, -0.560, -1.716], [-1.330, -0.591, 3.613], [0.015, -0.036, 3.205], [0.428, -0.039, 1.785], [0.025, 1.454, 3.604], [-0.352, 1.733, 4.885], [1.253, 1.979, 3.396], [-0.850, 2.094, 2.738], [1.142, -0.891, 3.887], [0.998, -0.933, 5.251], [1.152, -2.199, 3.474], [2.371, -0.412, 3.657], [-2.077, -0.224, 2.914], [-1.579, -0.248, 4.634], [-1.339, -1.683, 3.549]]}

=====

Question: What is the formula in the fourth record?
Answer: C15H27F6N3NbO2Tl